ORCA calculation (the ωB97M-V functional and the def2-TZVPD basis) on C8H11NO in the gas phase at a distorted geometry.

Multiplicity = 1
HOMO energy = -9.46 eV
SMILES string = [H]/N=C(\O)[C@@]12C[C@H]3CC[C@@H]1[C@H]32
Total charge = 0
Energy above the lowest of the compared OMol25 structures with the same formula, charge and spin = 247.0 kJ/mol

Last column: Mulliken charge in e.
Cartesian coordinates (Å):
H: 3.5529 -0.9440 1.4909  0.32
N: 2.5931 -1.3748 1.1319  -0.71
C: 2.1231 -0.3974 0.4833  0.41
O: 3.0444 0.7394 0.6048  -0.58
C: 0.7148 -0.0813 0.2096  0.81
C: 0.0891 1.3014 0.0289  -1.21
C: -1.2604 0.7023 0.5241  -0.03
C: -2.1267 0.2672 -0.6588  -0.86
C: -1.2266 -0.7370 -1.4161  -0.93
C: -0.1998 -1.1622 -0.3727  -0.43
C: -0.5045 -0.5774 0.9631  -0.59
H: 2.6912 1.4734 0.0891  0.29
H: 0.4876 2.0255 0.7505  0.44
H: 0.0999 1.7478 -0.9779  0.31
H: -1.7796 1.2813 1.2950  0.44
H: -3.0370 -0.2304 -0.2926  0.37
H: -2.4347 1.1186 -1.2826  0.35
H: -1.7907 -1.6079 -1.7749  0.38
H: -0.7453 -0.2785 -2.2918  0.30
H: 0.2487 -2.1553 -0.4158  0.50
H: -0.5395 -1.1109 1.9119  0.40

***

ORCA calculation (the ωB97M-V functional and the def2-TZVPD basis) on C48H108AsF6P3 as an isolated structure at a distorted geometry.

Multiplicity = 1
HOMO energy = -14.88 eV
Total charge = +2
Energy above the lowest of the compared OMol25 structures with the same formula, charge and spin = 0.0 kJ/mol

Last column: Mulliken charge in e.
Cartesian coordinates (Å):
C: 3.1262 -0.8703 -3.5749  -1.41
C: 1.6401 -0.5669 -3.5057  0.97
C: 1.1928 0.5426 -4.4958  -0.88
C: -0.2831 0.8975 -4.1906  1.14
P: -1.1023 2.3209 -4.9918  0.51
C: -2.7665 2.2250 -4.4280  -0.29
C: -3.5587 3.3497 -5.1444  -0.97
C: -4.7924 3.8644 -4.3576  -0.79
C: -4.4912 4.5148 -3.0314  -0.83
C: -1.0429 2.2218 -6.7566  -0.85
C: -1.7603 1.0846 -7.4530  -0.71
C: -1.5893 1.1254 -9.0117  -0.61
C: -0.1669 0.9470 -9.4158  -1.12
C: -0.3557 3.8868 -4.5571  -1.06
C: -0.4790 4.3000 -3.0815  1.15
C: 0.2617 5.6103 -2.6728  -0.60
C: -0.3599 6.8571 -3.2330  -1.41
H: 3.7556 -0.0036 -3.3322  0.13
H: 3.4145 -1.2629 -4.5824  0.42
H: 3.4204 -1.6624 -2.8994  0.30
H: 1.4249 -0.1547 -2.5361  -0.77
H: 1.0701 -1.4566 -3.6308  0.60
H: 1.3212 0.3215 -5.5490  0.73
H: 1.8241 1.4260 -4.2912  0.07
H: -0.4775 1.0321 -3.0851  -2.02
H: -0.9823 0.1412 -4.5198  0.79
H: -2.7543 2.5199 -3.3470  -0.34
H: -3.2307 1.2569 -4.5421  0.98
H: -3.9995 2.9796 -6.0407  0.39
H: -3.0001 4.2028 -5.4912  0.51
H: -5.5209 3.0795 -4.1806  0.35
H: -5.3018 4.6401 -4.9562  0.40
H: -5.3862 4.8992 -2.4922  0.41
H: -3.9037 5.4265 -3.2083  0.15
H: -3.8938 3.9626 -2.2995  0.09
H: 0.0474 2.1296 -6.9864  0.43
H: -1.4366 3.1512 -7.1989  0.59
H: -2.8074 1.1063 -7.1225  0.36
H: -1.4198 0.1121 -7.0986  0.30
H: -1.9820 2.0964 -9.3492  0.34
H: -2.2231 0.3292 -9.4310  0.37
H: 0.4748 1.7635 -9.1216  0.33
H: -0.1913 0.9102 -10.5001  0.39
H: 0.2739 0.0264 -9.0028  0.27
H: -0.9158 4.5518 -5.2310  0.77
H: 0.6904 3.9464 -4.8728  0.68
H: -0.0477 3.5215 -2.4546  -0.62
H: -1.4893 4.3634 -2.6843  -0.22
H: 1.2549 5.4713 -3.0752  0.24
H: 0.3119 5.7384 -1.5906  0.32
H: 0.0915 6.9532 -4.2238  0.35
H: -0.0347 7.6629 -2.6088  0.43
H: -1.4403 6.8964 -3.3210  0.25
C: 6.9595 1.2648 3.5757  -1.35
C: 5.6178 1.9788 3.4067  -0.44
C: 4.8074 1.3177 2.2337  -0.54
C: 3.4164 1.8203 2.2868  -1.76
P: 2.1852 1.0804 1.1936  1.56
C: 2.4311 -0.7558 1.1079  -1.51
C: 1.8859 -1.4834 -0.0994  1.21
C: 1.7689 -3.0206 0.1700  0.86
C: 3.0316 -3.8558 0.1626  -1.99
C: 0.6106 1.5047 1.8745  0.00
C: 0.2144 2.9012 1.3583  1.04
C: -1.2106 3.3167 1.6753  0.11
C: -1.6631 4.4884 0.8017  -1.32
C: 2.5453 1.6643 -0.5034  -0.91
C: 2.8960 3.0978 -0.7198  -0.18
C: 3.4485 3.2482 -2.1816  0.66
C: 4.8709 2.8382 -2.5822  -1.70
H: 7.5925 1.6890 2.8417  0.35
H: 6.8872 0.2046 3.4636  0.35
H: 7.3137 1.3759 4.5854  0.38
H: 5.6996 3.0290 3.0950  0.34
H: 5.0369 1.9687 4.3532  0.38
H: 4.7522 0.2473 2.3182  0.29
H: 5.2823 1.6503 1.3130  0.20
H: 3.3686 2.8537 1.9413  0.79
H: 3.0094 1.9974 3.2807  0.79
H: 1.9125 -1.1025 2.0103  -0.25
H: 3.4317 -1.0883 1.4241  0.93
H: 2.4971 -1.2904 -0.9499  -0.61
H: 0.8831 -1.0956 -0.2627  -0.23
H: 1.1310 -3.5067 -0.6185  0.28
H: 1.2232 -3.1427 1.1136  -0.67
H: 3.4483 -3.9589 -0.8446  0.40
H: 2.8468 -4.8436 0.5548  0.49
H: 3.8379 -3.4935 0.7968  0.37
H: 0.6165 1.4491 2.9373  1.22
H: -0.0343 0.7189 1.5239  -0.78
H: 0.4312 2.8951 0.2938  -1.69
H: 0.9378 3.6737 1.7270  0.56
H: -1.2381 3.4296 2.7416  0.61
H: -1.9005 2.4996 1.4808  -0.22
H: -1.0082 5.3368 0.9854  0.40
H: -2.6943 4.7656 0.9441  0.52
H: -1.5772 4.1731 -0.2156  -0.08
H: 1.7019 1.3263 -1.1529  -0.49
H: 3.2866 0.9281 -0.8648  0.86
H: 3.5495 3.4936 0.0370  0.58
H: 1.9838 3.6622 -0.5141  -0.09
H: 3.3240 4.2954 -2.4198  0.57
H: 2.8291 2.5996 -2.8167  -0.72
H: 5.0725 1.7966 -2.3892  0.28
H: 5.5935 3.5218 -2.1584  0.42
H: 4.8940 2.9963 -3.6497  0.45
C: -3.1304 -6.1020 8.4072  -1.16
C: -3.0252 -4.5804 8.2932  -0.60
C: -2.1816 -4.1220 7.0478  -0.51
C: -2.6522 -4.7753 5.7172  -1.05
P: -1.8128 -4.1944 4.2332  0.86
C: 0.0555 -4.5275 4.4735  -0.97
C: 0.9270 -3.4550 5.2964  -0.27
C: 2.4640 -3.7760 5.1451  -1.09
C: 3.0787 -3.2787 3.8671  -0.52
C: -2.3418 -5.1341 2.7725  -1.35
C: -1.4032 -5.0684 1.5659  0.55
C: -2.1513 -5.4453 0.2599  -0.90
C: -1.2511 -5.2075 -0.9703  -0.82
C: -2.0415 -2.4730 3.8401  0.17
C: -3.5091 -1.9718 3.9757  -0.70
C: -3.6606 -0.5007 3.7165  -0.11
C: -2.8550 0.2892 4.7640  -0.99
H: -3.7122 -6.5711 7.6023  0.31
H: -3.6730 -6.3229 9.3560  0.38
H: -2.1219 -6.5108 8.4806  0.32
H: -2.5054 -4.1073 9.1447  0.38
H: -4.0315 -4.1588 8.2068  0.34
H: -1.1419 -4.3789 7.1462  0.22
H: -2.1835 -3.0271 6.9937  0.30
H: -3.7441 -4.6779 5.4824  0.61
H: -2.5764 -5.8717 5.7996  0.71
H: 0.5350 -4.6256 3.4713  0.30
H: 0.0036 -5.5054 4.9915  0.50
H: 0.6187 -3.5451 6.3262  0.37
H: 0.7268 -2.4575 4.8927  0.13
H: 2.6395 -4.8338 5.3780  0.37
H: 3.0118 -3.2568 5.9367  0.46
H: 2.8016 -3.8332 2.9769  0.07
H: 4.1722 -3.4765 3.9933  0.44
H: 2.9222 -2.2054 3.7169  0.07
H: -3.3845 -4.7306 2.5667  0.54
H: -2.4238 -6.1623 3.1106  0.72
H: -0.5644 -5.7482 1.7421  0.42
H: -1.0003 -4.0455 1.4618  -0.55
H: -3.0799 -4.8964 0.1213  0.45
H: -2.4243 -6.4943 0.3488  0.42
H: -1.7670 -5.6947 -1.7840  0.50
H: -0.2836 -5.7025 -0.8552  0.31
H: -1.1538 -4.1581 -1.1379  -0.15
H: -1.5754 -2.4167 2.8253  -0.64
H: -1.3665 -1.9030 4.4945  0.56
H: -3.7828 -2.1442 5.0089  0.26
H: -4.0775 -2.4826 3.1698  0.34
H: -4.7503 -0.2252 3.7149  0.42
H: -3.3202 -0.2523 2.6783  -0.19
H: -3.0300 -0.1169 5.7685  0.37
H: -3.1816 1.3691 4.7317  0.33
H: -1.7774 0.2216 4.6065  0.09
As: -2.0336 -0.2469 -0.7032  1.96
F: -1.0516 -0.9756 0.7151  -0.59
F: -0.4912 0.8626 -1.0598  -0.41
F: -2.7911 0.5219 -2.0159  -0.31
F: -3.2686 -1.2885 -0.3146  -0.40
F: -2.5700 1.0172 0.3745  -0.54
F: -1.2489 -1.4688 -1.7768  -0.53